Below is a cluster of 3 separate species, C16H15F2N2O6S in total, with properties calculated with ωB97M-V with the def2-TZVPD basis set.

Properties
* frontier orbital gap: 8.55 eV
* strongest force on any atom: 2.7 eV/A
* molar mass: 401.367 g/mol
* LUMO: -4.2792 eV
* highest occupied orbital energy: -12.83 eV
* net charge: +1

Geometry (Å):
C: -0.017463 2.314407 -0.250471
N: -1.047355 1.291602 -0.525752
C: -1.338629 0.605102 0.685649
S: -3.017245 -0.153711 0.659162
N: -4.156466 0.837267 -0.124038
C: -3.987465 2.250564 0.093826
O: -3.506571 3.033067 -0.639613
F: -4.482919 2.581537 1.245088
C: -4.323863 0.514340 -1.528276
O: -5.397141 0.532826 -2.021826
F: -3.251489 0.212711 -2.171269
H: -0.278371 2.914176 0.612816
H: 0.029153 2.990808 -1.091902
H: 0.958548 1.875692 -0.054000
H: -0.622088 0.641051 -1.185482
H: -1.202077 1.212045 1.565695
H: -0.659814 -0.241372 0.807455
H: -3.413462 -0.114439 1.955872
C: 0.229568 -0.984260 5.016367
C: 0.785399 -2.065360 5.557965
C: 1.833237 -2.834116 4.838025
O: 2.337960 -3.816693 5.324535
C: 2.236257 -2.347068 3.492522
C: 1.677667 -1.265528 2.955596
C: 0.633323 -0.504061 3.676778
O: 0.122296 0.489319 3.182576
H: -0.534641 -0.409540 5.524429
H: 0.505606 -2.433011 6.536793
H: 3.002025 -2.918425 2.983621
H: 1.959034 -0.894505 1.977276
C: 2.350116 -1.303163 -5.067148
C: 1.430716 -1.557298 -4.139507
C: 1.089388 -0.559355 -3.103474
O: 0.242248 -0.812541 -2.257554
C: 1.805471 0.735313 -3.133696
C: 2.725561 0.994430 -4.058667
C: 3.070962 -0.006180 -5.101543
O: 3.904752 0.229280 -5.942408
H: 2.614197 -2.020485 -5.833326
H: 0.893954 -2.496308 -4.098385
H: 1.543139 1.452496 -2.369543
H: 3.260884 1.934555 -4.097441

Atoms 1-3, force components in eV/Å:
C -0.326 0.232 -0.135
N 0.207 0.244 0.435
C 1.185 0.075 -0.425

=====

Below is an isolated molecule of C8H14N4O2, with properties calculated with ωB97M-V with the def2-TZVPD basis set.

Properties
* energy above the lowest of the compared OMol25 structures with the same formula, charge and spin: 229.2 kJ/mol
* frontier orbital gap: 8.85 eV
* SMILES: CCOc1nnc(CCCCO)nn1
* strongest force on any atom: 2.8 eV/A
* molar mass: 198.226 g/mol
* LUMO: -1.0345 eV
* highest occupied orbital energy: -9.88 eV
* net charge: 0

Geometry (Å):
C: 5.030681 -1.164473 -0.138645
C: 3.882286 -0.172320 0.284950
O: 3.427233 0.643221 -0.853137
C: 2.093232 0.952749 -0.533682
N: 1.944818 1.950953 0.376125
N: 0.698852 2.248156 0.662360
C: -0.232561 1.474274 0.039607
C: -1.732118 1.800877 0.422572
C: -2.597064 0.504535 0.665943
C: -3.118574 -0.202846 -0.648519
C: -3.117961 -1.773960 -0.412713
O: -4.439808 -2.148703 0.057597
N: -0.075035 0.466503 -0.862232
N: 1.169246 0.205276 -1.189660
H: 4.775691 -2.163995 0.306642
H: 5.123211 -1.256847 -1.244344
H: 5.975309 -0.808257 0.348689
H: 2.986622 -0.780023 0.602268
H: 4.200250 0.535135 1.089077
H: -2.162371 2.485674 -0.358092
H: -1.754442 2.385008 1.384502
H: -3.512901 0.848268 1.230436
H: -2.042019 -0.176584 1.360997
H: -2.484092 0.012620 -1.544838
H: -4.175224 0.087456 -0.861379
H: -2.858681 -2.355693 -1.333682
H: -2.385048 -2.075882 0.380277
H: -4.619530 -1.521120 0.768882

Atoms 1-3, force components in eV/Å:
C -0.379 0.411 0.958
C 0.181 -0.718 -0.335
O -1.856 -0.242 1.249

=====

Below is an isolated molecule of H3N, with properties calculated with ωB97M-V with the def2-TZVPD basis set.

Properties
* energy above the lowest of the compared OMol25 structures with the same formula, charge and spin: 19.2 kJ/mol
* frontier orbital gap: 11.46 eV
* SMILES: N
* strongest force on any atom: 3.1 eV/A
* molar mass: 17.031 g/mol
* LUMO: 1.3224 eV
* highest occupied orbital energy: -10.13 eV
* net charge: 0

Geometry (Å):
H: -0.083626 0.862040 0.068936
H: -0.854090 -0.473598 0.088579
H: 0.911584 -0.362076 0.115973
N: 0.026133 -0.026366 -0.273488

Atoms 1-3, force components in eV/Å:
H -0.025 2.984 0.732
H 1.782 -0.188 -0.367
H -0.881 -0.408 0.057

=====

Below is a cluster of 2 separate species, C4H10N3O3 in total, with properties calculated with ωB97M-V with the def2-TZVPD basis set.

Properties
* energy above the lowest of the compared OMol25 structures with the same formula, charge and spin: 119.6 kJ/mol
* frontier orbital gap (spin up / spin down): 8.58 / 5.02 eV
* <S²>: 2.01
* strongest force on any atom: 5.9 eV/A
* molar mass: 148.142 g/mol
* 2S+1: 3
* LUMO (spin up / spin down): -2.8651 / -7.4352 eV
* highest occupied orbital energy (spin up / spin down): -11.45 / -12.46 eV
* net charge: +1

Geometry (Å):
C: 1.693524 -0.012190 -0.801275
C: -3.116200 0.506530 0.726162
C: 1.364384 0.222627 0.531369
C: -2.058469 0.775128 -0.065114
N: 2.366102 0.987929 -1.353780
N: 1.413039 -1.134711 -1.419052
N: 0.774364 -0.663228 1.290362
O: 0.442617 -0.422575 2.585564
O: 0.552407 -1.797362 0.950420
O: -1.514979 -0.131664 -0.965263
H: -3.457501 1.267840 1.536893
H: -3.655104 -0.412291 0.787406
H: 0.087318 -1.265710 2.912901
H: 1.498511 1.260166 0.936498
H: -1.730201 1.741654 -0.081268
H: 2.328337 1.890491 -0.874461
H: 2.474034 1.045764 -2.259178
H: 1.061264 -1.775194 -0.688631
H: 1.609983 -1.337548 -2.377370
H: -2.133429 -0.745655 -1.372183

Atoms 1-3, force components in eV/Å:
C 0.435 0.260 -0.584
C 0.657 1.983 1.427
C 1.707 4.720 -0.984